The following is a quantum chemistry calculation of C3H3Cl3S in the gas phase in a non-equilibrium geometry, from OMol25.

Element x y z (Å)
Cl 3.022 0.171 0.847
C -1.209 0.374 0.263
H 0.355 -0.312 1.910
Cl 0.804 1.967 0.123
H 1.325 -0.159 -1.003
H -1.002 0.339 -0.869
C 0.303 -0.609 0.840
C 1.330 0.190 0.066
S -2.454 0.741 1.095
Cl 0.108 -2.256 0.335

Computed properties:
electronic energy	-1894.7845	Ha
gap between HOMO and LUMO	8.4	eV
E_LUMO	-0.4	eV
ΔE to the lowest compared entry with this formula, charge and spin	1.3198	eV
HOMO energy	-8.80	eV
structure (SMILES)	S=C[C@@H](Cl)C(Cl)Cl


The following is a quantum chemistry calculation of C40H43Br2GeIrN8O3PS3 as an isolated structure in a non-equilibrium geometry, from OMol25.

Element x y z (Å)
O 1.049 10.029 1.430
C -1.777 2.428 -0.415
C -2.391 -4.152 -0.363
C -2.120 6.910 -1.097
H -2.355 8.832 -2.102
Ge 3.413 -0.365 0.076
C 2.494 0.979 5.806
N -1.406 -1.084 -5.059
C 1.738 0.477 -0.232
C 2.474 -0.254 5.260
H 4.559 -0.961 -2.140
C -0.263 4.189 0.923
N -0.848 1.943 0.444
S 1.553 8.839 0.566
N -0.670 8.820 -0.914
C -1.871 3.742 -0.731
Br -4.370 0.010 2.088
H 5.518 0.101 6.984
C 1.370 -1.304 -4.691
H 1.604 1.622 5.795
C 1.458 -0.927 4.417
H -2.567 -2.078 -1.100
H -0.334 -2.876 -2.346
C -0.661 -2.431 -4.959
H -0.387 -2.708 -5.953
N -1.206 -2.201 0.418
C -1.192 6.158 -0.329
H -4.741 0.661 4.454
C -0.485 -5.013 2.736
H -1.410 -3.194 -4.616
H 1.475 -2.717 5.536
H 2.318 -1.207 -4.096
H -0.105 -0.392 -6.581
H -2.553 4.065 -1.504
H 3.967 2.178 7.042
H 5.706 -0.171 -1.026
C -1.130 4.678 -0.054
H 0.320 4.828 1.531
S -4.098 -4.075 -2.669
N 0.482 -2.307 -4.155
H 1.299 0.687 3.009
C -0.703 -2.905 1.444
C -1.730 8.211 -1.424
H 0.149 1.574 -3.550
C 4.564 0.177 6.517
C 0.527 0.559 -3.395
H -2.694 -1.362 -3.413
Ir -0.165 -0.184 0.145
C -1.911 -0.639 -3.684
C -4.080 0.997 3.709
H 4.333 -0.771 2.379
C 2.832 -2.333 0.130
C -5.143 -5.417 -2.945
C -0.169 2.820 1.124
C -0.013 -2.209 2.523
N 0.732 -0.005 -4.725
C 0.970 -0.311 3.248
P -0.625 -0.452 -2.365
H -1.848 -5.949 0.651
H -2.360 0.353 -3.856
H -4.224 2.093 3.568
H 3.352 -2.834 0.959
H 1.186 -1.989 -2.194
H -5.611 -7.215 -1.778
H -2.199 -1.187 -5.694
C -5.006 -6.328 -1.925
O 2.191 9.281 -0.608
H 1.765 -2.425 0.362
C 0.429 -2.966 3.640
C 0.164 -4.385 3.744
C 4.692 -0.129 -1.425
H 1.646 -1.578 -5.710
H 0.567 -4.889 4.605
C -0.965 -4.240 1.590
H 1.705 1.537 -0.515
H 2.981 -2.939 -0.730
H -5.863 -5.346 -3.744
C 4.302 0.107 1.764
C -3.411 -4.781 -1.252
H -0.641 -6.100 2.855
H 4.577 0.784 -2.054
C -4.011 -5.976 -1.002
N -0.120 6.785 0.166
C 3.725 1.250 6.540
N 0.231 -0.911 2.344
C 1.170 -2.257 4.623
H 5.305 0.415 1.587
C 0.088 8.079 -0.040
C -1.734 -4.879 0.597
H -3.838 -6.584 -0.111
Br -2.216 0.839 4.358
H 3.764 0.862 2.286
C -0.405 -0.078 -5.576
C 0.245 -2.058 -2.762
S 3.879 -1.126 5.676
C -2.091 -2.777 -0.378
H -3.026 6.514 -1.543
O 2.172 7.945 1.484
H 1.452 0.640 -2.845
H -0.885 0.921 -5.639
H -2.409 1.659 -0.941
H 0.542 2.353 1.824

Computed properties:
electronic energy	-11078.2632	Ha
gap between HOMO and LUMO (alpha / beta)	6.3 / 5.6	eV
multiplicity	6
E_LUMO (alpha / beta)	-5.1 / -7.0	eV
ΔE to the lowest compared entry with this formula, charge and spin	0.9213	eV
charge	+2
HOMO energy (alpha / beta)	-11.47 / -12.57	eV


The following is a quantum chemistry calculation of a 3-piece molecular cluster, C2H13N2O2 overall, from OMol25.

Element x y z (Å)
H -3.371 0.605 0.434
H -0.097 6.223 3.407
H 2.368 -2.598 -0.613
H 1.343 -1.091 -2.855
H -0.384 -0.252 -1.169
H 0.425 0.476 0.073
N 1.319 -1.941 -2.316
H -0.566 5.857 2.038
C 1.746 -1.774 -0.939
O -0.583 5.530 2.945
H -1.063 -0.341 0.293
H 0.649 -1.902 1.036
O -2.804 -0.112 0.738
N -0.144 -0.335 -0.179
H -0.196 -2.379 -0.411
H 2.364 -0.874 -0.847
H -3.342 -0.751 1.215
C 0.538 -1.672 -0.024
H 1.797 -2.669 -2.827

Computed properties:
electronic energy	-343.7494	Ha
gap between HOMO and LUMO	10.4	eV
E_LUMO	-3.2	eV
ΔE to the lowest compared entry with this formula, charge and spin	0.7366	eV
charge	+1
HOMO energy	-13.55	eV


The following is a quantum chemistry calculation of C27H28IN3O2Pb as an isolated structure in a non-equilibrium geometry, from OMol25.

Element x y z (Å)
H -1.403 -4.543 0.504
H -0.488 -1.137 -2.967
C -3.226 -0.655 3.599
C 2.742 2.932 1.634
N 1.632 0.779 0.220
H -1.766 -1.950 -1.952
O -0.665 1.182 2.235
H -1.942 -3.293 2.817
H -3.759 -3.559 -1.923
C -3.448 -2.808 1.379
H 0.066 -0.545 4.429
Pb 0.905 -2.468 -0.993
H -2.292 4.404 -2.046
H 3.460 -2.435 0.313
H -3.389 -1.212 6.955
C -1.013 -0.632 4.572
C -3.025 -3.458 2.645
H -4.793 0.011 2.467
C 2.760 -3.287 0.223
H -2.867 -5.547 0.623
C -0.678 3.378 -1.049
C 1.687 3.126 0.742
C -0.806 -2.066 -2.474
I 0.346 -2.691 1.883
H 3.963 1.395 2.578
H -0.148 4.273 -0.720
C -2.948 -1.020 5.976
H -4.863 -0.880 4.960
H -3.562 -3.087 3.520
H 3.161 3.784 2.170
C -2.405 -4.711 0.073
C -2.503 2.236 -2.107
C -1.884 1.031 -1.710
C 3.174 1.626 1.864
C -3.242 -3.464 0.154
H -4.993 0.011 0.184
C -0.112 2.123 -0.729
H 2.745 -3.899 1.132
C -4.570 -0.999 0.167
H -2.277 -5.017 -0.974
H -2.372 0.079 -1.918
H -0.905 -1.100 6.672
C -3.776 -0.844 4.877
C 1.123 2.009 0.078
H 1.252 4.108 0.573
O -1.607 -0.514 1.090
N -0.694 0.981 -1.121
C -1.338 0.122 2.147
H -3.151 -4.544 2.578
C -4.518 -1.743 -1.002
C -1.846 -0.441 3.472
H 3.068 -3.935 -0.633
N -4.056 -0.688 2.465
H 2.851 -0.462 1.330
C -1.871 3.438 -1.767
C -3.851 -2.972 -1.004
C 2.579 0.579 1.131
H -0.842 -2.902 -3.189
H -3.430 2.189 -2.676
H -4.993 -1.368 -1.911
C -1.561 -0.946 5.817
C -3.999 -1.501 1.348

Computed properties:
electronic energy	-1850.7740	Ha
gap between HOMO and LUMO (alpha / beta)	4.0 / 4.0	eV
E_LUMO (alpha / beta)	-2.7 / -2.7	eV
ΔE to the lowest compared entry with this formula, charge and spin	6.2557	eV
HOMO energy (alpha / beta)	-6.71 / -6.71	eV


The following is a quantum chemistry calculation of C41H78GeN3O3PSSi3Ti as an isolated structure in a non-equilibrium geometry, from OMol25.

Element x y z (Å)
H -3.835 0.006 2.278
H 1.109 4.524 3.581
H -2.458 1.949 -3.685
H 2.310 -0.825 -6.792
H 3.738 -0.256 -4.193
H -1.512 0.825 -6.506
O -3.916 -1.783 -0.228
C -1.832 -4.494 3.938
H -2.691 4.941 2.414
H 2.919 -2.764 -4.100
N -2.360 -0.155 -0.479
C -2.766 -1.498 -0.505
H -3.115 -3.727 1.500
H 1.159 2.302 7.219
C 0.743 2.285 -4.876
C -0.779 -2.659 2.661
H -2.819 -2.774 -4.800
H -1.424 4.477 3.557
C 2.533 1.572 0.798
H -4.211 1.480 3.168
H 2.922 3.894 2.237
H 0.691 -0.224 -7.171
C 0.691 1.215 5.435
C -0.676 -4.346 -3.283
H -1.071 6.264 1.299
H -1.629 -0.906 -6.823
Ge 0.015 -0.640 -3.343
H 1.497 4.448 5.992
H 0.972 2.767 -3.921
H 3.779 1.339 -4.948
C -1.669 -1.600 2.822
H 4.371 -0.302 4.232
C 3.298 -0.098 4.265
H 1.893 0.708 0.585
N -0.996 0.045 -0.194
C 3.318 -1.451 2.157
H -0.342 2.300 -4.997
H -0.359 -4.714 2.405
Ti 0.087 -1.833 -0.700
C 0.268 -3.209 -5.862
H 3.248 1.165 -3.266
C -3.405 0.920 2.689
H -1.543 -4.472 -3.934
H 1.032 -2.644 -6.397
C -1.796 3.875 0.184
H 2.964 1.458 1.792
Si 0.427 -2.970 -3.978
C -3.084 1.053 -3.702
H 0.402 5.736 2.102
H -3.429 0.864 -2.685
C -1.249 -4.101 2.575
C 1.013 3.578 4.094
P 0.140 2.570 1.587
H -3.005 0.443 0.013
H -2.068 0.022 5.765
H -1.778 1.606 3.868
H -3.050 1.525 1.852
C 0.532 1.222 4.046
H 3.335 -2.088 -0.773
H -2.423 3.245 2.785
H 4.382 -1.603 2.350
H -3.099 0.061 -6.643
C 1.063 -1.138 3.230
C -2.282 0.660 3.691
C 2.681 4.014 1.180
H 2.704 -2.105 4.074
H 2.940 -2.337 1.647
H 2.279 5.011 1.021
C -1.236 -0.346 3.233
H 1.034 4.124 -0.986
H -0.856 0.279 0.790
H -2.757 -3.945 4.134
H 3.075 -1.024 -2.166
H 2.391 -4.452 -4.149
C -2.079 -0.079 -6.270
O -1.816 -2.311 -0.865
H 2.469 -3.596 -2.604
C -1.920 4.195 2.629
H 2.349 3.023 -1.390
H 1.182 2.890 -5.676
H 2.079 0.878 -7.195
H -2.732 -1.793 2.726
H -2.619 -5.421 1.571
N 0.975 -3.663 -0.332
H 0.551 0.277 5.958
H -4.231 -1.730 -4.599
C -2.253 -4.397 1.466
C 1.631 0.023 -6.677
H 3.625 3.952 0.627
H -3.956 1.262 -4.331
H 3.002 -0.082 5.309
C 1.434 3.126 -0.800
C 1.761 2.899 0.682
Si 1.433 0.513 -4.861
C 1.033 2.351 6.145
C 0.144 -0.096 3.432
C 2.224 -3.485 -3.661
H 3.354 1.564 0.075
H -2.420 2.986 0.301
H -2.064 -5.561 3.956
C -0.951 4.127 1.444
H -1.187 3.735 -0.709
C -0.288 5.498 1.295
H 3.208 -0.607 1.471
C 2.582 -1.193 3.477
H -3.540 0.950 5.440
H -1.807 -4.295 0.481
C 1.221 3.544 5.462
C 0.638 2.445 3.364
H -1.045 -4.202 -2.269
H -0.609 0.785 -0.771
H 0.386 -4.267 -6.125
H -3.324 -2.288 -3.183
C 3.218 0.703 -4.255
C -2.859 0.198 5.035
H 3.138 0.901 3.862
C -3.229 -1.947 -4.216
H -2.457 4.730 0.010
Si -2.126 -0.428 -4.400
H 0.247 5.589 0.350
H -3.414 -0.735 4.909
O 1.668 -0.865 -0.686
C 1.490 -4.546 0.248
C 2.987 -1.094 -1.078
C 0.565 -2.386 2.838
H 1.259 -3.219 2.777
H 0.724 2.389 -1.181
H -0.095 -5.274 -3.303
H 3.658 -0.345 -0.637
S 2.191 -5.759 1.046
H -0.707 -2.881 -6.229
H -1.132 -4.279 4.749

Computed properties:
electronic energy	-6533.7663	Ha
gap between HOMO and LUMO (alpha / beta)	6.2 / 6.2	eV
multiplicity	2
E_LUMO (alpha / beta)	2.1 / 2.1	eV
ΔE to the lowest compared entry with this formula, charge and spin	0.4028	eV
charge	-1
HOMO energy (alpha / beta)	-4.18 / -4.16	eV


The following is a quantum chemistry calculation of a 2-piece molecular cluster, C4H6F3N2O3 overall in a non-equilibrium geometry, from OMol25.

Element x y z (Å)
F 0.421 -2.323 1.611
C 0.442 2.420 -0.313
C 0.120 -0.124 -2.123
O 0.171 0.219 1.552
C 0.140 -1.909 0.355
H 1.169 -0.435 -2.270
H -0.049 0.757 -2.688
H 1.477 2.287 -0.136
O -1.039 0.523 3.461
H -0.351 -1.151 -2.185
H 0.091 2.753 -1.298
N 0.141 -0.428 0.352
F -1.002 -2.361 -0.073
O -1.775 -0.819 1.946
H -0.183 2.753 0.484
N -1.056 -0.148 2.533
C 0.194 0.311 -0.763
F 1.088 -2.324 -0.445

Computed properties:
electronic energy	-790.2772	Ha
gap between HOMO and LUMO	10.7	eV
E_LUMO	-5.0	eV
ΔE to the lowest compared entry with this formula, charge and spin	2.1850	eV
charge	+1
HOMO energy	-15.76	eV


The following is a quantum chemistry calculation of a 2-piece molecular cluster, C5H10N2Si overall in a non-equilibrium geometry, from OMol25.

Element x y z (Å)
H -3.820 -1.231 0.266
H 1.774 2.080 0.482
Si -0.601 0.254 -0.738
C 3.263 0.482 0.471
H -1.864 -0.313 1.636
C 3.014 -0.816 0.029
N 1.817 -0.955 -0.528
H -3.678 0.542 0.037
H 4.167 1.054 0.931
H -0.700 2.413 -0.201
C -3.183 -0.445 -0.082
C 1.211 0.196 -0.391
H -1.444 -1.659 0.340
C -1.706 -0.537 0.528
H 3.553 -1.639 0.301
H -2.968 -0.428 -1.175
N 2.139 1.115 0.161
H -0.974 -0.113 -2.067

Computed properties:
electronic energy	-595.4004	Ha
gap between HOMO and LUMO	9.2	eV
E_LUMO	0.6	eV
ΔE to the lowest compared entry with this formula, charge and spin	4.0648	eV
HOMO energy	-8.66	eV


The following is a quantum chemistry calculation of a 2-piece molecular cluster, C5H10O2 overall, from OMol25.

Element x y z (Å)
C -0.149 0.059 1.476
H 0.283 0.918 1.988
H -0.410 -0.776 2.126
O -2.068 0.989 -1.709
O 1.374 0.551 -0.487
H 2.724 0.507 1.093
H -1.252 0.648 -2.106
H -2.395 -2.546 -0.885
H -2.340 -1.808 -0.807
C 2.665 0.294 0.016
C 0.401 -0.265 0.085
H 2.966 -0.751 -0.153
H 3.350 0.954 -0.521
H 0.500 -1.327 -0.166
H -2.783 1.344 0.153
C -0.927 0.313 0.257
C -1.940 0.893 -0.361

Computed properties:
electronic energy	-346.8650	Ha
gap between HOMO and LUMO	9.9	eV
E_LUMO	1.0	eV
ΔE to the lowest compared entry with this formula, charge and spin	4.3669	eV
HOMO energy	-8.87	eV
structure (SMILES)	CO[C@H]1C/C1=C/O.[H][H]


The following is a quantum chemistry calculation of C44H59N9O3Rb as an isolated structure, from OMol25.

Element x y z (Å)
C -0.855 2.346 3.709
O 4.142 -1.138 -0.698
H 1.218 4.152 -0.598
N 4.829 0.674 -3.962
H -1.412 -7.104 -2.027
C 0.085 -3.419 0.058
H 4.238 3.703 -0.246
C -3.500 4.543 3.629
C -2.232 -0.473 -2.960
H -5.472 3.501 -2.104
C 5.018 -0.698 1.476
H 2.802 -0.710 4.650
N -0.186 -1.544 1.563
H -2.807 -0.660 -3.860
H 0.327 0.043 4.469
H -0.472 3.634 5.353
N -0.876 -1.623 -1.290
H -4.683 5.881 -2.064
N -0.454 1.176 -1.278
N 4.130 0.352 1.998
H 3.389 -1.941 5.772
C 5.366 -0.573 -3.418
H -2.316 -4.234 -4.526
H 2.458 4.379 -1.828
H -4.137 4.050 2.892
C -0.014 -0.011 3.438
H 1.595 -3.491 5.098
H -4.796 3.901 -0.544
C -1.412 -2.882 -3.148
C 0.882 -2.395 3.425
C -0.831 -3.081 -5.589
H -2.756 -2.566 -4.780
H -2.564 -5.812 -2.399
H 4.687 0.121 -5.992
C -2.342 2.973 0.464
C -5.665 0.503 -3.356
H 0.537 2.211 5.313
H 0.061 -5.623 3.841
H -2.456 2.236 5.994
C -1.620 -6.040 -1.900
C -1.470 -1.590 -2.471
C -3.568 2.627 -1.717
C 3.777 1.239 -3.383
H -1.758 -5.840 -0.836
H -3.050 5.337 -1.651
C -0.489 -5.175 -2.464
C 2.887 -1.787 4.814
C -1.621 2.481 1.603
C -2.514 2.380 -0.746
H -4.023 1.046 -4.651
O 0.097 2.012 -0.601
C 3.194 3.475 -0.027
C -2.478 0.723 -2.375
C 0.248 -2.793 1.309
C -1.437 1.866 6.119
H -6.379 0.358 -4.169
C -2.042 4.562 3.161
N 2.870 1.768 -2.895
H 2.346 -4.700 3.287
H -1.956 5.185 2.265
C -1.509 3.194 2.874
N 2.889 3.616 2.561
H -1.137 2.037 7.156
C 1.547 -4.715 2.541
H -0.028 -3.800 -5.417
H 5.422 -1.370 2.242
C 3.018 3.529 1.423
H -3.595 3.985 4.563
C -0.753 -3.711 -2.292
H 3.309 -0.082 2.415
H -1.460 0.790 5.942
H -1.231 -3.246 -6.593
H -1.422 5.046 3.920
C 1.505 -2.448 4.785
H 6.133 1.050 -5.549
N -1.795 1.284 -1.267
H -3.731 4.943 -3.225
H -3.883 5.553 3.793
H 5.842 -0.227 0.938
H 1.022 -6.798 2.928
H 4.995 -0.737 -2.405
C -0.485 2.562 5.142
H 4.562 1.861 -5.658
H 3.031 2.451 -0.362
C -4.534 1.449 -3.773
H -0.252 -5.865 2.129
H -0.387 -2.085 -5.555
C -3.542 1.662 -2.674
C 0.917 -3.361 2.462
O 3.562 -2.514 0.973
H -5.267 -0.471 -3.069
H -2.933 3.869 0.629
H 6.457 -0.514 -3.401
H 2.045 -4.931 1.593
H 0.852 -1.970 5.523
N -1.068 1.283 1.651
H -4.950 2.411 -4.080
H -0.351 -5.400 -3.525
C -4.539 3.757 -1.596
H 5.068 -1.416 -4.049
C 0.204 -1.262 2.817
H 4.567 0.832 2.778
C 0.540 -5.818 2.880
C -1.917 -3.216 -4.518
C -0.605 1.131 2.939
Rb 1.670 -0.107 0.016
C 2.256 4.435 -0.760
H 3.512 -2.192 4.015
C -0.461 -2.919 -1.108
H 0.427 -4.451 0.033
C 4.198 -1.558 0.489
H 2.401 5.459 -0.413
H 0.451 -5.442 -1.975
C 5.062 0.940 -5.369
C -3.971 5.059 -2.167
H -6.202 0.904 -2.494

Computed properties:
electronic energy	-2454.6509	Ha
gap between HOMO and LUMO	5.6	eV
E_LUMO	1.8	eV
ΔE to the lowest compared entry with this formula, charge and spin	0.0000	eV
charge	-1
HOMO energy	-3.82	eV